Computed, not measured: a 11-piece molecular cluster, C41H114N10O11 overall in a non-equilibrium geometry, with ωB97M-V/def2-TZVPD.

The spin multiplicity is 1. The highest occupied orbital energy is -8.76 eV. As for the HOMO-LUMO gap: 0.3398 Ha. The value obtained for the largest force on an atom is 2.3 eV Å⁻¹. The calculation puts the relative energy (zero: lowest compared OMol25 entry of this formula, charge and spin) at 0.000 eV. As for the SMILES: COC[C@H](C)N.COC[C@H](C)N.COC[C@H](C)N.COC[C@H](C)N.COC[C@H](C)N.COC[C@H](C)N.COC[C@H](C)N.COC[C@H](C)N.COC[C@H](C)N.COC[C@H](C)N.CO.

Each atom is followed by the atoms it is bonded to, with distances in Å.
Atoms and positions in Å:
1 O 2.51809 -0.19009 -5.74730  C59 1.414, C61 1.462
2 O 1.16127 0.24345 -1.78831  C52 1.405, C54 1.447
3 O -2.91594 2.55249 -3.73272  C32 1.402, C51 1.424
4 O -3.78263 -2.28691 5.22607  C48 1.444, C62 1.408
5 O -1.46382 6.14043 0.12274  C38 1.444, H137 0.957
6 O -0.15652 2.29265 5.28485  C23 1.440, C58 1.432
7 O 1.90183 -4.75910 -0.29872  C30 1.389, C35 1.460
8 O -3.06942 -0.40650 -0.41052  C34 1.390, C47 1.431
9 O 3.56920 1.89178 2.03901  C25 1.421, C46 1.405
10 O 1.89916 -4.60941 -4.86749  C24 1.387, C36 1.406
11 O -6.90430 2.12276 3.20302  C27 1.402, C28 1.440
12 N 2.40483 0.75845 5.25051  C39 1.461, H65 1.009, H99 1.009
13 N 6.75272 0.16700 1.49565  C41 1.501, H125 1.011, H159 1.014
14 N 1.15204 -0.08508 1.05427  C60 1.462, H82 1.014, H163 1.012
15 N -0.72007 -1.03900 3.69010  C50 1.485, H87 1.020, H170 1.012
16 N -2.75183 -3.61448 -2.27037  C40 1.479, H97 1.023, H166 1.023
17 N 3.96244 -3.01657 -6.03136  C26 1.409, H72 1.006, H107 1.014
18 N -3.81671 4.01642 -0.37202  C53 1.501, H71 1.014, H121 1.002
19 N -3.38635 3.27141 2.79155  C49 1.474, H64 1.032, H132 0.997
20 N 4.97172 1.63537 -7.80351  C33 1.482, H73 0.992, H108 1.009
21 N -0.06519 -6.66788 -1.36174  C22 1.450, H89 1.028, H151 1.013
22 C 0.12078 -6.28931 0.02537  N21 1.450, C30 1.515, C44 1.588, H144 1.101
23 C 1.10709 2.84652 5.69687  O6 1.440, C39 1.526, H133 1.089, H167 1.088
24 C 0.61287 -4.72229 -4.36220  O10 1.387, H66 1.087, H105 1.079, H153 1.081
25 C 4.79613 1.23506 2.32831  O9 1.421, C41 1.494, H102 1.094, H130 1.080
26 C 4.02949 -3.48374 -4.70387  N17 1.409, C36 1.525, C43 1.506, H173 1.074
27 C -6.99008 0.73706 3.00588  O11 1.402, H122 1.094, H139 1.096, H150 1.104
28 C -5.72985 2.72465 2.62738  O11 1.440, C49 1.516, H111 1.090, H168 1.105
29 C -4.63402 2.92425 4.93332  C49 1.536, H134 1.107, H145 1.078, H171 1.107
30 C 0.62460 -4.87571 0.23431  O7 1.389, C22 1.515, H148 1.096, H164 1.095
31 C 4.96295 1.31129 -5.37228  C33 1.488, H86 1.085, H90 1.095, H93 1.077
32 C -2.39585 1.26185 -3.56323  O3 1.402, H100 1.103, H119 1.113, H126 1.131
33 C 4.49867 0.78607 -6.68463  N20 1.482, C31 1.488, C61 1.508, H149 1.099
34 C -3.51431 -1.48444 -1.16781  O8 1.390, C40 1.514, H109 1.083, H110 1.089
35 C 2.47763 -3.44172 -0.04288  O7 1.460, H78 1.106, H83 1.092, H129 1.079
36 C 2.63827 -3.68329 -4.11123  O10 1.406, C26 1.525, H118 1.087, H127 1.098
37 C 4.60055 -0.37440 0.34604  C41 1.550, H77 1.103, H79 1.111, H96 1.131
38 C -0.94121 6.87294 -1.00716  O5 1.444, H84 1.103, H113 1.109, H136 1.102
39 C 2.06000 1.78222 6.23421  N12 1.461, C23 1.526, C57 1.551, H162 1.079
40 C -2.35948 -2.39203 -1.53689  N16 1.479, C34 1.514, C56 1.496, H67 1.107
41 C 5.42289 0.71952 1.07345  N13 1.501, C25 1.494, C37 1.550, H156 1.114
42 C -0.54077 1.65667 1.31387  C60 1.556, H103 1.094, H106 1.079, H114 1.090
43 C 4.82109 -2.53270 -3.84567  C26 1.506, H63 1.094, H75 1.084, H131 1.086
44 C 1.17559 -7.24892 0.72457  C22 1.588, H91 1.102, H115 1.099, H175 1.093
45 C -2.09134 -2.61502 2.47295  C50 1.535, H123 1.084, H147 1.074, H176 1.095
46 C 3.63538 3.20211 1.53588  O9 1.405, H81 1.070, H104 1.109, H174 1.087
47 C -3.93899 0.02249 0.64213  O8 1.431, H120 1.097, H146 1.099, H155 1.100
48 C -4.30839 -1.02820 5.70026  O4 1.444, H98 1.096, H128 1.092, H135 1.082
49 C -4.47523 2.53294 3.45658  N19 1.474, C28 1.516, C29 1.536, H169 1.075
50 C -2.10566 -1.56406 3.59105  N15 1.485, C45 1.535, C62 1.516, H154 1.109
51 C -2.85163 3.32106 -2.53520  O3 1.424, C53 1.542, H85 1.102, H140 1.092
52 C 2.15411 0.67551 -2.68428  O2 1.405, H69 1.094, H116 1.103, H165 1.107
53 C -3.79158 2.90783 -1.38423  N18 1.501, C51 1.542, C55 1.552, H92 1.079
54 C 0.66280 1.33201 -0.97491  O2 1.447, C60 1.520, H141 1.108, H157 1.096
55 C -5.20706 2.63655 -1.96064  C53 1.552, H117 1.093, H142 1.089, H143 1.094
56 C -1.40785 -1.60299 -2.37895  C40 1.496, H68 1.084, H70 1.111, H172 1.095
57 C 3.37610 2.55596 6.51033  C39 1.551, H74 1.111, H80 1.093, H101 1.102
58 C -0.96006 2.14341 6.46043  O6 1.432, H124 1.091, H138 1.094, H152 1.108
59 C 1.12293 -0.37973 -5.87464  O1 1.414, H94 1.082, H112 1.104, H161 1.100
60 C 0.16385 0.69703 0.31249  N14 1.462, C42 1.556, C54 1.520, H88 1.083
61 C 2.99801 0.69873 -6.80375  O1 1.462, C33 1.508, H76 1.091, H158 1.078
62 C -2.40852 -2.20976 4.92901  O4 1.408, C50 1.516, H95 1.088, H160 1.107
63 H 4.60121 -1.49677 -4.12130  C43 1.094
64 H -3.25042 4.17433 3.27287  N19 1.032
65 H 1.75768 -0.01501 5.27437  N12 1.009
66 H 0.02261 -3.90148 -4.76076  C24 1.087
67 H -1.90448 -2.69737 -0.57508  C40 1.107
68 H -0.48203 -2.14557 -2.53155  C56 1.084
69 H 3.03950 1.10531 -2.20564  C52 1.094
70 H -1.88884 -1.52948 -3.37790  C56 1.111
71 H -4.39473 4.79413 -0.67077  N18 1.014
72 H 3.58583 -2.08430 -6.06050  N17 1.006
73 H 4.63129 1.34182 -8.68825  N20 0.992
74 H 4.09285 1.80207 6.90066  C57 1.111
75 H 5.84519 -2.75562 -4.12165  C43 1.084
76 H 2.64971 0.41487 -7.79750  C61 1.091
77 H 5.25422 -0.86715 -0.39257  C37 1.103
78 H 1.99816 -2.65337 -0.65249  C35 1.106
79 H 4.37701 -1.22257 1.02726  C37 1.111
80 H 3.30924 3.36650 7.24076  C57 1.093
81 H 2.63082 3.50126 1.32060  C46 1.070
82 H 1.46658 -0.87118 0.49666  N14 1.014
83 H 3.50566 -3.51608 -0.40425  C35 1.092
84 H -0.09977 6.35124 -1.49371  C38 1.103
85 H -3.13721 4.33295 -2.86609  C51 1.102
86 H 4.75682 0.64809 -4.53932  C31 1.085
87 H -0.72281 -0.15854 4.20482  N15 1.020
88 H -0.58357 -0.01970 -0.00481  C60 1.083
89 H -0.65132 -5.97344 -1.84149  N21 1.028
90 H 6.02415 1.57662 -5.42928  C31 1.095
91 H 2.06925 -7.12148 0.09298  C44 1.102
92 H -3.41471 2.01206 -0.91647  C53 1.079
93 H 4.43169 2.24067 -5.25602  C31 1.077
94 H 0.70226 -0.69488 -4.92884  C59 1.082
95 H -2.08437 -3.24854 4.94197  C62 1.088
96 H 3.63928 -0.03998 -0.14672  C37 1.131
97 H -3.59209 -4.02965 -1.85921  N16 1.023
98 H -3.81944 -0.78152 6.64934  C48 1.096
99 H 2.41617 1.12121 4.30940  N12 1.009
100 H -2.82547 0.75717 -2.68161  C32 1.103
101 H 3.78367 2.88647 5.54162  C57 1.102
102 H 5.48763 1.97547 2.74105  C25 1.094
103 H -0.93262 0.94794 2.05009  C42 1.094
104 H 4.03372 3.88417 2.31399  C46 1.109
105 H 0.63838 -4.74827 -3.28346  C24 1.079
106 H 0.19791 2.31843 1.73831  C42 1.079
107 H 3.38246 -3.63464 -6.58836  N17 1.014
108 H 5.97456 1.74468 -7.82827  N20 1.009
109 H -4.23754 -2.04276 -0.58630  C34 1.083
110 H -3.99765 -1.11837 -2.07237  C34 1.089
111 H -6.00724 3.77895 2.62838  C28 1.090
112 H 0.63302 0.56915 -6.15312  C59 1.104
113 H -0.60631 7.86133 -0.63337  C38 1.109
114 H -1.38032 2.20331 0.88481  C42 1.090
115 H 1.40399 -6.98285 1.76643  C44 1.099
116 H 2.51525 -0.22023 -3.21789  C52 1.103
117 H -5.50595 3.46928 -2.60280  C55 1.093
118 H 2.73545 -4.02939 -3.08526  C36 1.087
119 H -2.64402 0.70401 -4.49381  C32 1.113
120 H -4.26726 -0.79652 1.29404  C47 1.097
121 H -3.99232 3.74308 0.57564  N18 1.002
122 H -6.84952 0.43927 1.96296  C27 1.094
123 H -3.08498 -3.02223 2.32291  C45 1.084
124 H -0.43403 1.59271 7.24122  C58 1.091
125 H 7.38514 0.91736 1.73885  N13 1.011
126 H -1.27803 1.35634 -3.42005  C32 1.131
127 H 2.06293 -2.74864 -4.10347  C36 1.098
128 H -4.19068 -0.28199 4.91164  C48 1.092
129 H 2.46527 -3.21229 1.01133  C35 1.079
130 H 4.62099 0.46133 3.06125  C25 1.080
131 H 4.68716 -2.72942 -2.78635  C43 1.086
132 H -2.57678 2.69871 2.89574  N19 0.997
133 H 0.88844 3.59408 6.45790  C23 1.089
134 H -4.93502 3.98729 5.00164  C29 1.107
135 H -5.38622 -1.12394 5.72757  C48 1.082
136 H -1.68603 7.03449 -1.80271  C38 1.102
137 H -2.06794 5.46776 -0.19090  O5 0.957
138 H -1.26019 3.14125 6.79368  C58 1.094
139 H -7.94174 0.33183 3.36898  C27 1.096
140 H -1.84772 3.36161 -2.10829  C51 1.092
141 H 1.47336 2.05380 -0.75084  C54 1.108
142 H -5.23238 1.74734 -2.58920  C55 1.089
143 H -5.82728 2.48159 -1.07281  C55 1.094
144 H -0.89408 -6.34748 0.44711  C22 1.101
145 H -5.36533 2.40866 5.53519  C29 1.078
146 H -3.45553 0.88294 1.12522  C47 1.099
147 H -1.36982 -3.35317 2.76938  C45 1.074
148 H -0.06037 -4.12616 -0.17943  C30 1.096
149 H 4.84652 -0.25281 -6.76656  C33 1.099
150 H -6.19213 0.27065 3.60978  C27 1.104
151 H 0.87224 -6.64530 -1.74378  N21 1.013
152 H -1.85028 1.54576 6.18168  C58 1.108
153 H 0.16721 -5.66089 -4.65893  C24 1.081
154 H -2.86061 -0.78430 3.36094  C50 1.109
155 H -4.82645 0.50592 0.20860  C47 1.100
156 H 5.57609 1.59657 0.40381  C41 1.114
157 H -0.17962 1.86017 -1.43619  C54 1.096
158 H 2.66875 1.70966 -6.62568  C61 1.078
159 H 7.23907 -0.38819 0.80083  N13 1.014
160 H -1.83089 -1.73312 5.74393  C62 1.107
161 H 0.96609 -1.15026 -6.64324  C59 1.100
162 H 1.64290 1.32630 7.11841  C39 1.079
163 H 1.99027 0.41339 1.32506  N14 1.012
164 H 0.67787 -4.58748 1.28973  C30 1.095
165 H 1.77562 1.39234 -3.43850  C52 1.107
166 H -3.00435 -3.45899 -3.24978  N16 1.023
167 H 1.59454 3.30451 4.83912  C23 1.088
168 H -5.61109 2.23753 1.64227  C28 1.105
169 H -4.12832 1.51607 3.41306  C49 1.075
170 H -0.23481 -0.94484 2.80748  N15 1.012
171 H -3.67635 2.82443 5.48019  C29 1.107
172 H -1.17882 -0.58004 -2.06171  C56 1.095
173 H 4.52717 -4.42982 -4.80421  C26 1.074
174 H 4.19927 3.27675 0.60989  C46 1.087
175 H 0.90784 -8.30734 0.66515  C44 1.093
176 H -1.75858 -2.17215 1.52892  C45 1.095